Molecular formula: C22H36N5O3PSSeTc
Method: DFT, ωB97M-V/def2-TZVPD

Geometry as ORCA input:
```
! RIJCOSX wB97M-V def2-TZVPD def2/J DEFGRID3
* xyz 0 2
Tc -0.4072 -1.4749 -1.2582
N -0.4634 -2.8735 0.3059
C 0.8095 -3.6271 0.3485
C 1.9380 -2.6432 0.1158
N 1.6815 -1.9368 -1.1484
H -0.6002 -2.3825 1.1951
H -1.2765 -3.4623 0.1164
H 0.7772 -4.3733 -0.4491
H 0.9142 -4.1542 1.2987
H 2.9180 -3.1230 0.1286
H 1.9079 -1.8972 0.9114
H 1.9873 -2.4708 -1.9618
H 2.2511 -1.0762 -1.2570
C 1.6373 -2.2964 4.9871
C 0.5029 -1.2890 4.8315
P 0.2740 -0.8004 3.0658
C -1.2749 0.2259 3.0918
C -1.7604 0.7574 4.4369
C 1.6057 0.4554 2.8422
C 1.4891 1.7618 3.6180
H 1.7400 -2.6191 6.0238
H 2.5963 -1.8728 4.6839
H 1.4625 -3.1834 4.3755
H 0.6806 -0.4180 5.4678
H -0.4367 -1.7315 5.1717
H -2.0594 -0.3719 2.6194
H -1.0935 1.0511 2.3994
H -2.0290 -0.0490 5.1198
H -2.6475 1.3805 4.3092
H -1.0014 1.3643 4.9301
H 1.6668 0.6529 1.7697
H 2.5394 -0.0545 3.1022
H 0.5948 2.3176 3.3340
H 2.3470 2.4056 3.4188
H 1.4513 1.5949 4.6958
C 0.4098 1.5433 -1.5911
C -0.4728 0.4987 -0.9839
O -0.2191 -0.0605 0.1704
H 0.1771 2.4962 -1.1090
H 0.2455 1.6329 -2.6634
H 1.4563 1.2808 -1.4522
C -4.3595 2.0098 -1.2604
N -4.0846 0.5776 -1.1782
C -5.0888 -0.3637 -1.2553
C -4.8302 -1.6777 -1.2006
C -3.4591 -2.1380 -1.0710
O -3.1299 -3.3057 -0.9233
N -2.4929 -1.1389 -1.1038
C -2.8139 0.1307 -1.1241
O -1.8818 1.0377 -1.0900
H -5.4290 2.1509 -1.1314
H -4.0517 2.3995 -2.2293
H -3.8277 2.5364 -0.4722
H -6.0839 0.0449 -1.3526
H -5.6194 -2.4104 -1.2511
Se 3.0913 -0.2191 -3.2493
C 3.2518 1.5829 -3.8252
C 4.2209 2.4412 -3.3035
C 4.3160 3.7578 -3.7234
C 3.4440 4.2608 -4.6798
C 2.4746 3.4191 -5.2096
C 2.3807 2.1025 -4.7873
H 4.9094 2.0601 -2.5592
H 5.0818 4.3978 -3.3009
H 3.5221 5.2885 -5.0101
H 1.7866 3.7879 -5.9614
H 1.6265 1.4502 -5.2118
S -0.4713 -2.4402 -3.3960
C -1.9137 -1.7158 -3.8988
N -2.8872 -1.2040 -4.2510
*
```

calculated total energy: -4581.186536 hartree